Density functional theory data (ωB97M-V/def2-TZVPD) for a structure of composition C45H54FeN7O3P3.

LUMO level (spin up / spin down) (eV): -1.22 / 0.16
Highest occupied orbital energy (spin up / spin down) (eV): -5.077 / -6.830
E (a.u.): -4644.074754
Gap between HOMO and LUMO (spin up / spin down) (eV): 3.855 / 6.988
Expectation value of S²: 6.279

Structure (ORCA input):
```
! wB97M-V def2-TZVPD RIJCOSX def2/J DEFGRID3
* xyz 0 5
Fe 1.118 -1.503 -0.346
P -2.039 1.902 0.653
P -1.155 -2.444 -1.007
P 0.477 2.262 -0.781
O -1.765 0.464 0.736
O 0.926 0.905 -0.399
O -0.965 2.710 -0.250
N 1.284 -1.438 1.681
N 6.696 4.599 5.727
N -3.484 2.248 -0.023
N 1.425 3.487 -0.135
N 0.384 2.424 -2.415
N -1.949 2.712 2.085
N 2.957 -0.916 -0.490
C -1.146 -6.282 0.486
C 6.097 3.871 5.068
C 2.157 -0.653 2.404
C 4.779 -0.179 -1.575
C 3.185 0.135 1.776
C -1.370 -1.122 -3.433
C 3.656 -0.942 -1.677
C -5.222 -2.462 -1.450
C 5.356 2.910 4.318
C -1.114 -2.359 -2.831
C 1.643 -3.348 -1.083
C 4.746 0.374 -0.269
C -0.439 3.458 -3.101
C 5.981 1.754 3.846
C -4.860 -2.410 0.908
C 0.670 -4.350 -0.545
C -1.612 -5.087 -0.060
C 2.866 3.365 -0.426
C -0.511 -3.330 -4.961
C 3.628 -0.109 0.410
C -3.474 -2.327 0.737
C -2.946 -2.317 -0.577
C -0.753 -2.112 -5.587
C 0.952 4.850 -0.366
C -0.615 2.960 2.647
C -2.838 2.173 3.126
C -4.458 1.175 -0.323
C -2.626 -2.265 1.951
C 0.222 -6.500 0.540
C 1.372 1.750 -3.276
C -0.734 -3.465 -3.587
C 0.911 -1.894 3.881
C 4.001 3.146 4.001
C 5.277 0.870 3.039
C -5.731 -2.463 -0.170
C -0.719 -4.118 -0.550
C 1.912 -0.884 3.800
C -3.890 3.632 -0.284
C 0.611 -2.221 2.588
C -1.169 -1.037 -4.807
C -1.899 0.077 -2.664
C 3.312 2.269 3.158
C -3.849 -2.431 -1.645
C 3.955 1.122 2.661
C 1.107 -5.555 0.014
H -2.364 -3.258 2.310
H -2.653 -4.830 -0.067
H -3.812 1.935 2.685
H -1.721 -1.712 1.816
H 5.488 1.030 0.153
H -1.589 0.997 -3.147
H 3.244 -1.533 -2.487
H -4.745 1.245 -1.393
H 0.656 -7.385 1.001
H -1.844 -7.017 0.850
H -3.183 -1.816 2.786
H 1.115 5.167 -1.436
H 1.959 2.486 -3.812
H -1.108 3.021 -3.839
H 0.057 3.356 1.885
H -5.338 1.239 0.327
H -0.111 4.917 -0.135
H -3.009 2.955 3.837
H 1.478 5.530 0.303
H 0.869 1.115 -4.017
H -0.028 -2.961 2.179
H -4.254 3.701 -1.332
H -0.198 -4.203 -5.524
H -0.698 3.662 3.487
H 1.997 1.111 -2.656
H 3.103 3.519 -1.486
H 0.216 4.158 -3.632
H 2.163 -5.741 0.065
H 1.560 -3.303 -2.184
H -4.725 3.919 0.346
H 0.505 -2.388 4.742
H -2.431 1.279 3.598
H -1.581 0.083 -1.620
H -5.868 -2.501 -2.327
H 3.496 4.041 4.347
H 3.383 4.086 0.174
H -0.154 2.022 3.019
H 2.656 -3.552 -0.759
H 2.458 -0.502 4.654
H -0.632 -2.029 -6.661
H 7.005 1.538 4.100
H 5.783 -0.013 2.717
H -5.251 -2.280 1.923
H -0.527 -4.401 -3.090
H 2.285 2.431 2.873
H -2.992 0.086 -2.659
H -3.038 4.277 -0.125
H -1.036 3.981 -2.366
H 3.204 2.353 -0.150
H 5.516 -0.024 -2.353
H -3.514 -2.536 -2.657
H -3.989 0.203 -0.148
H -6.799 -2.461 0.018
H -1.334 -0.078 -5.281
*
```

Mulliken atomic charge list, values in e, 5 entries: -0.468, -0.920, 1.716, -1.345, -0.353